Record 1
The following is a DFT calculation (ωB97M-V with the def2-TZVPD basis set) of a single C6H6 molecule.

ORCA input file:
```
! RIJCOSX wB97M-V def2-TZVPD def2/J DEFGRID3
* xyz 0 1
C -1.31 -0.20 0.30
C -0.32 -0.77 1.07
C 1.05 -0.43 0.82
C 1.29 -0.03 -0.49
C 0.38 1.04 -0.78
C -0.98 0.72 -0.73
H -2.36 -0.34 0.50
H -0.58 -1.22 2.02
H 1.76 -0.93 1.47
H 1.93 -0.58 -1.17
H 0.73 1.87 -1.39
H -1.58 0.88 -1.61
*
```

Output
Structure (SMILES) ... c1ccccc1
Frontier orbital gap ... 8.6 eV
HOMO ... -8.25 eV

---

Record 2
The following is a DFT calculation (ωB97M-V with the def2-TZVPD basis set) of 10 unconnected molecules or ions with the total composition C32H89N5O10.

ORCA input file:
```
! RIJCOSX wB97M-V def2-TZVPD def2/J DEFGRID3
* xyz 0 1
C 3.45 -0.40 -3.53
C 4.42 -1.01 -2.55
O 3.58 -1.73 -1.62
H 2.76 0.31 -3.08
H 2.79 -1.17 -3.96
H 3.89 0.01 -4.44
H 5.06 -0.32 -1.98
H 5.08 -1.76 -3.03
H 4.17 -2.31 -1.08
C -0.12 1.40 -5.40
C 0.89 2.48 -5.75
O 0.31 3.64 -6.25
H -0.72 1.69 -4.54
H 0.34 0.44 -5.14
H -0.78 1.30 -6.24
H 1.55 1.96 -6.46
H 1.47 2.68 -4.84
H 0.98 4.32 -6.34
C 5.40 0.49 1.46
C 4.81 1.04 2.74
O 3.41 1.32 2.53
H 4.97 -0.47 1.28
H 6.49 0.34 1.50
H 5.11 1.12 0.60
H 5.25 2.01 3.01
H 4.97 0.32 3.56
H 2.91 1.14 3.37
C 3.16 -2.44 3.91
C 2.33 -3.66 3.44
C 1.38 -3.17 2.39
O 0.75 -4.26 1.76
C 0.22 -3.93 0.48
N 3.24 -4.62 2.85
H 2.62 -1.60 4.40
H 3.67 -2.05 3.04
H 3.89 -2.84 4.64
H 1.78 -4.06 4.33
H 1.92 -2.67 1.57
H 0.66 -2.43 2.79
H -0.64 -3.25 0.58
H -0.12 -4.86 0.03
H 0.95 -3.46 -0.19
H 2.73 -5.41 2.47
H 3.88 -5.00 3.53
C 0.51 1.08 -1.96
C 0.92 1.16 -0.50
C 0.21 0.08 0.40
O -1.08 0.50 0.80
C -1.99 -0.56 1.05
N 2.39 1.00 -0.39
H 1.08 1.83 -2.50
H -0.57 1.26 -1.95
H 0.71 0.06 -2.29
H 0.65 2.14 -0.11
H 0.96 -0.12 1.20
H 0.10 -0.89 -0.14
H -1.71 -1.24 1.85
H -2.12 -1.09 0.08
H -2.96 -0.17 1.30
H 2.73 0.09 -0.74
H 2.64 1.07 0.57
C 0.41 2.72 3.21
C 0.35 2.05 4.57
C -0.62 0.91 4.56
O -0.60 0.26 5.86
C -1.23 -0.95 5.92
N 1.70 1.62 4.92
H -0.61 2.98 2.86
H 0.90 2.11 2.47
H 1.04 3.62 3.29
H 0.02 2.81 5.28
H -0.39 0.15 3.79
H -1.63 1.29 4.34
H -1.06 -1.48 6.86
H -0.91 -1.60 5.08
H -2.33 -0.83 5.83
H 1.63 1.03 5.73
H 2.35 2.36 5.10
C -3.80 -4.30 0.01
C -3.76 -4.68 1.50
C -4.65 -3.82 2.31
O -4.08 -2.53 2.48
C -4.92 -1.58 3.04
N -4.27 -6.00 1.64
H -4.72 -4.75 -0.36
H -2.98 -4.75 -0.57
H -3.86 -3.25 -0.22
H -2.74 -4.54 1.88
H -4.87 -4.21 3.33
H -5.64 -3.69 1.81
H -5.48 -2.08 3.85
H -5.64 -1.09 2.35
H -4.31 -0.80 3.49
H -4.18 -6.35 2.59
H -3.76 -6.62 1.00
C -3.45 3.05 0.38
C -3.91 2.67 -1.06
C -3.00 3.39 -2.08
O -3.21 2.87 -3.33
C -2.57 3.68 -4.34
N -3.92 1.24 -1.16
H -4.04 2.54 1.13
H -3.44 4.12 0.60
H -2.41 2.72 0.48
H -4.93 3.03 -1.27
H -1.91 3.27 -1.81
H -3.17 4.47 -2.13
H -1.49 3.78 -4.12
H -3.05 4.67 -4.46
H -2.67 3.19 -5.33
H -2.94 0.93 -1.09
H -4.11 1.07 -2.16
C -2.88 -0.67 -4.70
C -2.10 -1.86 -4.21
C -2.25 -1.96 -2.70
O -2.50 -3.10 -4.87
H -2.79 -0.55 -5.77
H -2.51 0.25 -4.23
H -3.95 -0.78 -4.49
H -1.06 -1.76 -4.49
H -1.76 -2.89 -2.29
H -3.32 -1.96 -2.45
H -1.78 -1.13 -2.14
H -3.48 -3.15 -4.82
C 2.41 4.65 -1.65
C 3.82 4.10 -1.54
C 4.35 4.19 -0.13
O 3.88 2.74 -2.10
H 2.12 4.77 -2.71
H 2.32 5.62 -1.15
H 1.70 3.97 -1.14
H 4.50 4.64 -2.22
H 4.50 5.23 0.20
H 5.31 3.63 -0.03
H 3.64 3.75 0.59
H 3.32 2.22 -1.48
*
```

Output
Structure (SMILES) ... COC[C@H](C)N.COC[C@H](C)N.COC[C@H](C)N.COC[C@H](C)N.COC[C@H](C)N.CC(C)O.CC(C)O.CCO.CCO.CCO
Frontier orbital gap ... 9.9 eV
HOMO ... -9.17 eV

---

Record 3
The following is a DFT calculation (ωB97M-V with the def2-TZVPD basis set) of 8 unconnected molecules or ions with the total composition C35H69NO11.

ORCA input file:
```
! RIJCOSX wB97M-V def2-TZVPD def2/J DEFGRID3
* xyz 0 1
C 2.72 -5.33 -1.70
N 3.00 -4.58 -2.91
C 3.66 -5.35 -3.95
C 5.05 -5.86 -3.60
C 5.35 -7.23 -3.60
O 4.41 -8.19 -3.90
C 6.63 -7.70 -3.32
C 7.65 -6.82 -2.98
C 7.37 -5.47 -2.94
C 6.10 -4.99 -3.26
C 5.94 -3.51 -3.22
O 5.25 -2.89 -3.99
C 6.72 -2.82 -2.16
C 6.08 -1.60 -1.53
C 6.31 -1.55 -0.04
O 6.14 -2.50 0.66
C 7.92 -3.30 -1.83
C 8.42 -4.50 -2.54
O 9.59 -4.67 -2.78
H 2.66 -4.64 -0.87
H 3.51 -6.05 -1.43
H 1.75 -5.81 -1.77
H 3.48 -3.71 -2.73
H 3.73 -4.77 -4.86
H 3.01 -6.19 -4.19
H 3.56 -7.91 -3.56
H 6.85 -8.76 -3.34
H 8.64 -7.18 -2.76
H 6.39 -0.68 -2.02
H 5.00 -1.72 -1.63
H 6.59 -0.60 0.44
H 8.54 -2.87 -1.07
C 3.14 1.60 -0.49
C 3.85 1.40 0.84
C 2.97 1.81 2.00
O 5.08 2.14 0.85
H 2.89 2.65 -0.64
H 3.79 1.30 -1.32
H 2.23 1.01 -0.54
H 4.14 0.35 0.95
H 2.70 2.87 1.93
H 3.48 1.67 2.95
H 2.04 1.23 2.01
H 4.85 3.07 0.76
C -1.54 2.90 -0.34
C -0.87 2.71 1.01
C -1.80 3.07 2.15
O 0.33 3.50 1.07
H -1.83 3.94 -0.49
H -0.86 2.63 -1.15
H -2.44 2.28 -0.42
H -0.55 1.68 1.12
H -2.10 4.12 2.08
H -1.30 2.94 3.11
H -2.70 2.46 2.13
H 0.07 4.43 0.96
C 0.67 -1.00 4.42
C -0.54 -0.43 3.70
C -1.68 -1.42 3.62
O -0.18 -0.01 2.38
H 1.05 -1.88 3.88
H 1.48 -0.27 4.45
H 0.43 -1.30 5.44
H -0.87 0.48 4.22
H -1.38 -2.31 3.06
H -2.53 -0.98 3.10
H -2.01 -1.73 4.62
H 0.12 -0.79 1.90
C -6.46 3.81 0.36
C -5.79 3.66 1.72
C -6.75 3.98 2.86
O -4.63 4.48 1.79
H -6.79 4.84 0.22
H -5.76 3.57 -0.44
H -7.33 3.16 0.27
H -5.43 2.63 1.83
H -7.08 5.02 2.79
H -6.25 3.87 3.82
H -7.62 3.34 2.84
H -4.92 5.40 1.70
C -0.05 -2.44 -4.92
C 0.62 -1.30 -4.18
C 1.83 -0.77 -4.93
O 1.01 -1.72 -2.87
H 0.65 -3.28 -5.03
H -0.91 -2.81 -4.36
H -0.38 -2.13 -5.91
H -0.10 -0.49 -4.03
H 2.58 -1.55 -5.05
H 2.29 0.05 -4.39
H 1.55 -0.41 -5.93
H 1.64 -2.44 -2.98
C -5.08 -1.49 -0.58
C -3.72 -1.79 0.03
C -2.79 -2.45 -0.98
O -3.86 -2.61 1.19
H -5.57 -2.42 -0.90
H -5.73 -1.02 0.16
H -4.99 -0.83 -1.44
H -3.27 -0.86 0.39
H -3.20 -3.40 -1.31
H -1.82 -2.65 -0.53
H -2.64 -1.81 -1.85
H -4.26 -3.45 0.91
C -7.24 7.47 5.47
C -7.34 7.99 4.05
C -6.68 9.36 3.91
O -8.70 8.06 3.64
H -7.76 8.14 6.16
H -7.72 6.49 5.55
H -6.20 7.38 5.79
H -6.85 7.29 3.37
H -7.18 10.09 4.55
H -6.76 9.72 2.88
H -5.62 9.32 4.18
H -9.15 8.68 4.22
*
```

Output
Structure (SMILES) ... CNCc1c(O)ccc2c1C(=O)C(CC=O)=CC2=O.CC(C)O.CC(C)O.CC(C)O.CC(C)O.CC(C)O.CC(C)O.CC(C)O
Frontier orbital gap ... 8.3 eV
HOMO ... -9.25 eV

---

Record 4
The following is a DFT calculation (ωB97M-V with the def2-TZVPD basis set) of a single C29H31NO8 molecule.

ORCA input file:
```
! RIJCOSX wB97M-V def2-TZVPD def2/J DEFGRID3
* xyz 0 1
C -2.32 -2.00 2.24
C -1.19 -0.97 2.32
C -1.72 0.40 2.75
H -2.48 0.73 2.04
H -2.21 0.30 3.72
C -0.60 1.45 2.89
C 0.17 1.65 1.62
C 1.33 0.97 1.43
C 2.06 0.98 0.20
C 3.17 0.19 -0.08
C 3.65 0.10 -1.44
O 4.72 -0.33 -1.80
C 2.58 0.55 -2.50
C 2.14 1.94 -2.11
O 2.31 2.93 -2.78
C 1.54 1.91 -0.76
C 0.45 2.66 -0.49
N -0.29 2.51 0.64
C -1.64 3.04 0.61
H -2.11 2.90 1.59
C -1.66 4.56 0.34
O -2.90 5.12 0.70
H -3.54 4.89 0.02
H -1.43 4.77 -0.71
H -0.91 5.05 0.97
C -2.50 2.27 -0.43
O -2.29 2.65 -1.75
H -1.54 2.17 -2.14
H -2.34 1.19 -0.29
H -3.56 2.48 -0.21
H 0.10 3.37 -1.22
C 3.09 0.46 -3.92
H 3.48 -0.54 -4.11
H 3.89 1.18 -4.05
H 2.29 0.68 -4.62
O 1.53 -0.42 -2.27
C 0.26 -0.08 -2.40
O -0.13 1.02 -2.75
C -0.66 -1.17 -2.01
C -0.20 -2.33 -1.39
C -1.08 -3.32 -1.00
C -2.45 -3.16 -1.22
C -2.91 -1.99 -1.83
C -2.03 -1.01 -2.22
H -2.39 -0.11 -2.71
H -3.97 -1.89 -1.99
O -3.39 -4.06 -0.88
C -3.00 -5.28 -0.30
H -2.34 -5.85 -0.97
H -3.92 -5.84 -0.15
H -2.51 -5.13 0.66
H -0.69 -4.21 -0.53
H 0.86 -2.45 -1.22
C 3.89 -0.54 0.94
C 4.21 -0.22 2.24
C 4.97 -1.29 2.74
C 5.07 -2.19 1.72
O 4.42 -1.74 0.64
H 5.55 -3.14 1.65
H 5.40 -1.38 3.72
H 3.96 0.69 2.75
H 1.68 0.31 2.21
H 0.09 1.11 3.65
H -1.03 2.39 3.23
H -0.72 -0.89 1.34
H -0.44 -1.31 3.03
H -3.06 -1.71 1.50
H -2.81 -2.09 3.21
H -1.92 -2.97 1.96
*
```

Output
Structure (SMILES) ... CCCCC1=CC2=C(c3ccco3)C(=O)[C@@](C)(OC(=O)c3ccc(OC)cc3)C(=O)C2=CN1C(CO)CO
Frontier orbital gap ... 6.9 eV
HOMO ... -7.04 eV

---

Record 5
The following is a DFT calculation (ωB97M-V with the def2-TZVPD basis set) of a molecular structure, C34H38BrN8S2Ta.

ORCA input file:
```
! RIJCOSX wB97M-V def2-TZVPD def2/J DEFGRID3
* xyz 2 1
Ta -0.20 -0.41 0.23
S -0.61 1.96 -0.18
C -2.30 1.50 0.07
S -2.60 -0.21 0.35
C -3.29 2.43 0.14
C -3.04 3.81 -0.04
N -2.84 4.93 -0.17
C -4.62 2.07 0.45
N -5.69 1.81 0.75
C 3.09 -4.25 2.49
C 1.89 -3.88 1.60
C 0.98 -5.11 1.47
C 2.46 -3.36 0.30
C 3.13 -4.22 -0.56
C 3.85 -3.73 -1.64
C 4.00 -2.36 -1.82
C 3.35 -1.46 -0.99
C 3.66 0.03 -1.00
C 2.78 0.83 -1.95
C 5.13 0.28 -1.34
C 2.50 -1.98 0.00
N 1.68 -1.09 0.75
C 2.14 -0.88 2.00
C 1.40 -0.25 2.95
C 1.77 0.04 4.29
C 0.73 0.72 4.83
C -0.29 0.85 3.83
N 0.12 0.25 2.70
C -1.53 1.65 4.07
C -1.35 2.98 3.31
C -1.71 1.98 5.56
C -2.79 0.92 3.60
H 2.76 -4.46 3.49
H 3.82 -3.44 2.53
H 3.59 -5.13 2.10
H 1.32 -3.09 2.10
H 1.42 -5.86 0.83
H 0.00 -4.84 1.10
H 0.86 -5.55 2.46
H 3.12 -5.28 -0.37
H 4.35 -4.42 -2.30
H 4.65 -2.01 -2.60
H 3.48 0.41 0.01
H 2.86 0.46 -2.97
H 3.10 1.87 -1.95
H 1.73 0.79 -1.63
H 5.32 0.14 -2.40
H 5.78 -0.38 -0.77
H 5.39 1.31 -1.09
H 3.14 -1.22 2.26
H 2.70 -0.26 4.75
H 0.67 1.11 5.83
H -0.49 3.52 3.70
H -2.24 3.60 3.46
H -1.20 2.83 2.24
H -0.92 2.65 5.90
H -1.73 1.09 6.17
H -2.65 2.51 5.69
H -2.66 0.48 2.61
H -3.63 1.61 3.56
H -3.04 0.11 4.28
N 1.81 -3.48 -4.36
C 1.07 -3.48 -3.26
C 0.83 -2.31 -2.49
N 0.07 -2.34 -1.41
C -0.50 -3.50 -1.07
C -0.25 -4.65 -1.82
N 0.52 -4.64 -2.88
H 2.29 -2.66 -4.70
H 1.95 -4.36 -4.84
H 1.27 -1.37 -2.77
H -1.17 -3.51 -0.22
H -0.68 -5.61 -1.56
Br -2.94 -1.89 -2.52
C -1.83 -0.65 -3.46
C -1.93 -0.59 -4.84
C -1.18 0.36 -5.50
C -0.40 1.23 -4.75
C -0.37 1.08 -3.38
N -1.04 0.13 -2.72
H -2.60 -1.26 -5.36
H -1.21 0.43 -6.58
H 0.17 2.02 -5.22
H 0.21 1.76 -2.77
*
```

Output
Frontier orbital gap ... 5.7 eV
HOMO ... -14.14 eV

---

Record 6
The following is a DFT calculation (ωB97M-V with the def2-TZVPD basis set) of a molecular structure, C22H14AsCl5CoF6N2OS2.

ORCA input file:
```
! RIJCOSX wB97M-V def2-TZVPD def2/J DEFGRID3
* xyz 0 2
Co 1.56 -1.64 -1.18
C 1.43 2.38 -0.44
C 1.23 1.26 0.51
N 0.12 0.64 0.53
N -0.48 -0.12 1.36
C -0.78 -1.39 1.03
S -0.17 -2.36 -0.18
S -1.91 -2.21 2.11
C -3.48 -1.39 1.60
C -3.77 -0.10 2.31
C -4.41 -0.12 3.55
C -4.67 1.06 4.22
C -4.30 2.28 3.67
C -3.67 2.31 2.43
C -3.41 1.12 1.75
C 2.29 0.82 1.44
C 2.75 1.66 2.45
C 3.69 1.22 3.36
C 4.19 -0.08 3.24
C 3.77 -0.92 2.23
C 2.81 -0.48 1.31
O 2.50 -1.28 0.29
H 0.51 2.65 -0.96
H 1.82 3.25 0.10
H 2.19 2.10 -1.18
H -3.45 -1.27 0.52
H -4.24 -2.14 1.82
H -4.70 -1.06 3.99
H -5.16 1.04 5.19
H -4.50 3.20 4.19
H -3.39 3.25 1.98
H -2.93 1.15 0.78
H 2.34 2.66 2.53
H 4.03 1.87 4.15
H 4.92 -0.44 3.95
H 4.17 -1.92 2.13
Cl 3.53 -0.86 -2.54
C 2.11 0.01 -3.07
C 0.98 -0.28 -2.33
C -0.22 0.31 -2.73
Cl -1.71 0.02 -1.91
C -0.23 1.19 -3.82
Cl -1.69 1.96 -4.29
C 0.94 1.46 -4.53
Cl 0.92 2.54 -5.86
C 2.14 0.86 -4.16
Cl 3.60 1.13 -5.01
F 1.47 -3.09 -2.46
As 0.34 -3.66 -3.87
F -0.89 -2.68 -3.13
F 0.91 -2.27 -4.71
F 1.69 -4.56 -4.42
F -0.68 -4.16 -5.14
F -0.11 -4.95 -2.82
*
```

Output
Frontier orbital gap (alpha / beta) ... 7.3 / 5.7 eV
HOMO (alpha / beta) ... -9.01 / -9.00 eV
⟨S²⟩ ... 0.89

---

Record 7
The following is a DFT calculation (ωB97M-V with the def2-TZVPD basis set) of a molecular structure, C3H5MnO2.

ORCA input file:
```
! RIJCOSX wB97M-V def2-TZVPD def2/J DEFGRID3
* xyz 1 6
O -0.45 0.57 0.61
Mn 1.03 0.92 -0.26
O 1.88 -0.98 -0.28
C 1.85 -2.07 0.06
C -1.63 -0.14 0.44
C -2.64 0.55 -0.47
H -1.40 -1.13 0.02
H -2.10 -0.32 1.43
H -2.51 0.23 -1.51
H -3.67 0.31 -0.17
H -2.53 1.65 -0.40
*
```

Output
Frontier orbital gap (alpha / beta) ... 8.1 / 8.2 eV
HOMO (alpha / beta) ... -14.07 / -14.46 eV
⟨S²⟩ ... 8.76

---

Record-wise max |F| values, in eV/Å: 3.7, 2.6, 0.8, 1.1, 2.5, 0.9, 1.7
Record-wise E values, in eV: -6315.89768, -62550.02147, -61425.41650, -48445.44538, -141044.35879, -227122.05515, -38598.10853